{
  "formula": "C3H7NS2",
  "method": "ωB97M-V with the def2-TZVPD basis set",
  "species": ["N", "C", "C", "S", "C", "S", "H", "H", "H", "H", "H", "H", "H"],
  "coordinates": [[-2.4730, 0.3344, -0.8579], [-1.7461, 1.3456, -1.5257], [-0.3417, 1.3590, -0.9576], [0.4597, -0.2099, -0.5893], [0.6921, -0.2311, 1.0943], [1.6665, -1.3648, 1.8103], [-2.3578, 0.3721, 0.1334], [-2.3130, -0.5869, -1.1660], [-2.2179, 2.3649, -1.4646], [-1.6945, 1.1835, -2.6430], [-0.3022, 2.1024, -0.0981], [0.2132, 1.9675, -1.7485], [0.3384, 0.6099, 1.7896]],
  "nbo_charge": [-0.840, -0.227, -0.603, 0.400, -0.531, -0.010, 0.353, 0.369, 0.201, 0.194, 0.232, 0.234, 0.228],
  "molar_mass_g_mol": 121.23,
  "e_tot_ha": -969.5828,
  "homo_energy_ev": -8.74,
  "lumo_energy_ha": -0.011,
  "gap_ev": 8.44,
  "e_above_lowest_kcal_mol": 34.2,
  "smiles": "NCCSC=S",
  "max_force_ev_per_a": 4.063
}



{
  "formula": "C3H7NS2",
  "method": "ωB97M-V with the def2-TZVPD basis set",
  "species": ["N", "C", "C", "C", "S", "S", "H", "H", "H", "H", "H", "H", "H"],
  "coordinates": [[3.1786, -0.1264, -0.0008], [1.8089, -0.0304, -0.4850], [0.8259, 0.0056, 0.7310], [-0.6074, 0.0973, 0.2206], [-1.3710, 1.5233, -0.0998], [-1.3994, -1.4580, -0.0536], [3.4838, 0.7269, 0.4708], [3.7323, -0.1667, -0.8408], [1.5710, 0.7940, -1.1930], [1.5953, -1.0099, -0.9484], [1.1204, 0.9169, 1.2842], [1.0291, -0.8752, 1.3283], [-2.6181, -0.9797, -0.4407]],
  "nbo_charge": [-0.823, -0.198, -0.498, -0.253, -0.007, 0.081, 0.351, 0.358, 0.182, 0.188, 0.231, 0.232, 0.157],
  "molar_mass_g_mol": 121.23,
  "e_tot_ha": -969.6120,
  "homo_energy_ev": -8.71,
  "lumo_energy_ha": -0.009,
  "gap_ev": 8.47,
  "e_above_lowest_kcal_mol": 15.9,
  "smiles": "NCCC(=S)S",
  "max_force_ev_per_a": 1.521
}



{
  "formula": "C3H7NS2",
  "method": "ωB97M-V with the def2-TZVPD basis set",
  "species": ["C", "C", "C", "H", "H", "H", "H", "H", "H", "H", "N", "S", "S"],
  "coordinates": [[-1.9221, 0.0643, 1.0334], [-0.9627, -0.7144, 0.0264], [0.2002, 0.2271, -0.1136], [-2.9435, -0.4562, 0.7127], [-2.0221, 1.0757, 0.7564], [-1.5734, -0.0037, 2.0937], [-1.5244, -0.7410, -0.9385], [-0.3162, -2.6234, -0.3261], [0.7149, -1.9050, 0.8537], [1.0495, 2.0272, -1.2439], [-0.6435, -2.0685, 0.4677], [-0.0003, 1.3374, -1.2718], [1.7020, -0.1097, 0.5931]],
  "nbo_charge": [-0.600, -0.154, -0.286, 0.226, 0.204, 0.234, 0.203, 0.350, 0.327, 0.122, -0.836, 0.251, -0.041],
  "molar_mass_g_mol": 121.23,
  "e_tot_ha": -969.5290,
  "homo_energy_ev": -8.82,
  "lumo_energy_ha": -0.022,
  "gap_ev": 8.23,
  "e_above_lowest_kcal_mol": 68.0,
  "max_force_ev_per_a": 4.767
}



{
  "formula": "C3H7NS2",
  "method": "ωB97M-V with the def2-TZVPD basis set",
  "species": ["C", "C", "C", "H", "H", "H", "H", "H", "H", "H", "N", "S", "S"],
  "coordinates": [[-0.2600, 1.4666, -0.2070], [-0.7832, -1.0200, -0.0138], [0.6349, -0.9085, 0.5725], [0.0107, 1.8951, -1.5329], [0.9706, 1.1639, 0.3171], [-1.0467, 2.3677, 0.4683], [-2.4479, 0.7712, -0.0033], [0.8783, 0.1551, 0.7874], [0.5466, -1.5317, 1.3600], [2.5871, -0.4278, -0.9160], [-1.2575, 0.2374, -0.3353], [-1.8002, -2.4272, -0.2007], [1.9671, -1.7419, -0.2963]],
  "nbo_charge": [-0.460, 0.149, -0.606, 0.234, 0.226, 0.230, 0.447, 0.195, 0.252, 0.127, -0.643, -0.162, 0.009],
  "molar_mass_g_mol": 121.23,
  "e_tot_ha": -969.3679,
  "homo_energy_ev": -8.42,
  "lumo_energy_ha": -0.016,
  "gap_ev": 7.98,
  "e_above_lowest_kcal_mol": 169.0,
  "max_force_ev_per_a": 5.916
}



{
  "formula": "C3H7NS2",
  "method": "ωB97M-V with the def2-TZVPD basis set",
  "species": ["C", "C", "C", "N", "S", "S", "H", "H", "H", "H", "H", "H", "H"],
  "coordinates": [[0.0998, -0.2205, -0.0026], [-1.7942, 0.5649, 2.2295], [1.9029, -0.7080, -1.9847], [-0.5664, 0.6882, -0.4822], [-0.6816, -0.8392, 2.0381], [1.4310, -1.2295, -0.2901], [-1.2935, 1.3634, 2.7732], [-2.6745, 0.2295, 2.7679], [-2.0581, 0.8993, 1.2284], [1.9352, 0.3762, -2.0366], [1.1938, -1.1136, -2.6996], [2.8900, -1.1192, -2.1582], [-0.3844, 1.1086, -1.3832]],
  "lowdin_spin": [0.456, 0.118, 0.041, 0.105, 1.116, 0.070, 0.026, 0.014, 0.008, 0.003, 0.001, 0.006, 0.037],
  "molar_mass_g_mol": 121.23,
  "multiplicity": 3,
  "e_tot_ha": -969.4695,
  "homo_energy_ev": [-5.30, -8.96],
  "lumo_energy_ha": [0.031, -0.077],
  "gap_ev": [6.14, 6.87],
  "e_above_lowest_kcal_mol": 9.7,
  "max_force_ev_per_a": 2.523
}



{
  "formula": "C3H7NSi",
  "method": "ωB97M-V with the def2-TZVPD basis set",
  "species": ["C", "Si", "C", "C", "N", "H", "H", "H", "H", "H", "H", "H"],
  "coordinates": [[-0.9531, -0.3924, -1.1223], [-0.2846, -0.9586, 0.5320], [0.7762, 0.5797, 1.0599], [0.9384, 1.4437, -0.0841], [0.9458, 2.0416, -1.0655], [-1.1270, 0.6617, -1.1333], [-0.2864, -0.3981, -1.8949], [-1.8349, -1.0327, -1.4527], [0.7314, -2.0996, 0.5365], [-1.2174, -1.3779, 1.5664], [0.5105, 1.2550, 1.8873], [1.8009, 0.2777, 1.1706]],
  "nbo_charge": [-1.103, 1.121, -0.934, 0.295, -0.364, 0.266, 0.257, 0.245, -0.168, -0.165, 0.277, 0.272],
  "molar_mass_g_mol": 85.18,
  "e_tot_ha": -462.7218,
  "homo_energy_ev": -11.02,
  "lumo_energy_ha": 0.032,
  "gap_ev": 11.88,
  "e_above_lowest_kcal_mol": 9.6,
  "smiles": "C[SiH2]CC#N",
  "max_force_ev_per_a": 3.466
}